Record 1
11 unconnected molecules or ions with the total composition C41H49F3N8O9 in a non-equilibrium geometry. Source: OMol25; level of theory: wB97M-V/def2-TZVPD.

Last column: Löwdin charge in e.
CARTESIAN COORDINATES (ANGSTROEM)
O1 4.279 0.347 2.882  0.184
C1 3.253 0.467 3.435  -0.546
O2 2.247 1.308 3.103  0.072
C2 1.323 1.403 4.197  -0.037
C3 1.873 0.454 5.265  -0.259
F1 1.049 -0.640 5.491  0.016
O3 3.102 0.006 4.714  0.128
H1 1.311 2.433 4.551  0.140
H2 0.328 1.063 3.903  0.120
H3 2.078 0.916 6.231  0.167
O4 -3.605 -0.871 -0.944  0.200
C4 -4.653 -0.956 -0.452  -0.563
O5 -5.440 -2.035 -0.429  0.092
C5 -6.734 -1.616 -0.012  -0.044
C6 -6.381 -0.448 0.886  -0.309
F2 -6.209 -0.736 2.217  0.062
O6 -5.224 0.048 0.289  0.101
H4 -7.258 -1.243 -0.891  0.145
H5 -7.337 -2.362 0.493  0.144
H6 -7.126 0.351 0.843  0.171
O7 2.752 -0.422 0.466  0.184
C7 1.638 -0.515 0.116  -0.571
O8 0.558 -0.260 0.861  0.068
C8 -0.614 -0.428 0.041  -0.053
C9 -0.113 -1.110 -1.215  -0.280
F3 -0.567 -0.393 -2.309  0.040
O9 1.286 -1.032 -1.095  0.143
H7 -1.333 -0.845 0.745  0.118
H8 -1.029 0.547 -0.220  0.118
H9 -0.431 -2.142 -1.354  0.139
C10 -1.079 -3.788 2.959  -0.118
C11 0.303 -3.497 3.153  -0.114
C12 0.896 -3.419 1.920  -0.123
N1 -0.039 -3.782 0.996  0.028
C13 -1.245 -4.010 1.619  -0.131
H10 -1.783 -3.865 3.771  0.098
H11 0.838 -3.400 4.086  0.098
H12 1.895 -3.061 1.734  0.115
H13 0.074 -3.872 0.003  0.121
H14 -2.136 -4.061 1.013  0.109
C14 -2.834 0.702 5.527  -0.102
C15 -3.502 0.553 4.283  -0.102
C16 -2.838 -0.432 3.611  -0.163
N2 -1.734 -0.778 4.324  0.030
C17 -1.721 -0.076 5.498  -0.157
H15 -3.196 1.356 6.303  0.092
H16 -4.399 0.985 3.876  0.094
H17 -3.043 -0.961 2.692  0.104
H18 -1.056 -1.492 4.116  0.102
H19 -0.945 -0.217 6.229  0.099
C18 2.097 5.465 -2.454  -0.126
C19 1.740 4.183 -2.946  -0.104
C20 2.545 3.943 -4.014  -0.135
N3 3.380 5.008 -4.174  0.009
C21 3.059 5.974 -3.264  -0.161
H20 1.651 5.928 -1.598  0.095
H21 1.012 3.520 -2.518  0.094
H22 2.665 3.132 -4.713  0.114
H23 4.106 5.138 -4.850  0.147
H24 3.563 6.921 -3.190  0.113
C22 7.822 -1.923 -0.075  -0.117
C23 7.098 -3.124 -0.228  -0.131
C24 5.899 -2.969 0.414  -0.142
N4 5.798 -1.648 0.774  0.026
C25 6.976 -0.998 0.506  -0.127
H25 8.822 -1.734 -0.423  0.085
H26 7.391 -3.991 -0.802  0.086
H27 5.047 -3.615 0.529  0.097
H28 4.971 -1.249 1.186  0.097
H29 7.202 0.024 0.737  0.090
C26 -4.656 1.104 -3.556  -0.120
C27 -5.414 0.252 -4.403  -0.122
C28 -4.589 -0.763 -4.825  -0.141
N5 -3.335 -0.471 -4.356  0.023
C29 -3.354 0.678 -3.617  -0.142
H30 -5.052 1.987 -3.082  0.089
H31 -6.410 0.425 -4.780  0.087
H32 -4.754 -1.538 -5.555  0.099
H33 -2.512 -1.032 -4.473  0.124
H34 -2.494 1.001 -3.060  0.100
C30 -0.904 -3.724 -4.141  -0.118
C31 -0.217 -4.470 -3.143  -0.115
C32 -1.145 -5.350 -2.615  -0.146
N6 -2.285 -5.278 -3.368  0.012
C33 -2.155 -4.272 -4.297  -0.129
H35 -0.573 -2.827 -4.643  0.091
H36 0.765 -4.424 -2.699  0.093
H37 -1.060 -6.057 -1.806  0.107
H38 -3.099 -5.844 -3.229  0.143
H39 -2.935 -4.042 -5.000  0.104
C34 5.634 2.214 -0.203  -0.105
C35 6.707 2.857 -0.865  -0.115
C36 6.175 3.876 -1.611  -0.143
N7 4.807 3.797 -1.515  0.016
C37 4.463 2.818 -0.624  -0.118
H40 5.664 1.440 0.540  0.058
H41 7.765 2.648 -0.894  0.088
H42 6.611 4.570 -2.309  0.099
H43 4.149 4.443 -1.922  0.078
H44 3.474 2.427 -0.461  0.100
C38 -3.433 2.511 0.080  -0.111
C39 -3.296 3.908 0.057  -0.101
C40 -2.489 4.245 1.104  -0.135
N8 -2.048 3.083 1.653  0.016
C41 -2.676 2.001 1.092  -0.136
H45 -4.126 1.907 -0.478  0.072
H46 -3.682 4.551 -0.716  0.093
H47 -2.046 5.172 1.422  0.106
H48 -1.409 2.987 2.420  0.139
H49 -2.387 1.038 1.460  0.076

* multiplicity: 1
* structure (SMILES): O=C1OC[C@@H](F)O1.O=C1OC[C@@H](F)O1.O=C1OC[C@@H](F)O1.c1cc[nH]c1.c1cc[nH]c1.c1cc[nH]c1.c1cc[nH]c1.c1cc[nH]c1.c1cc[nH]c1.c1cc[nH]c1.c1cc[nH]c1
* frontier orbital gap: 7.72 eV
* E_tot: -81810.3933 eV
* energy above the lowest of the compared OMol25 structures with the same formula, charge and spin: 0.000 eV
* max |F|: 2.39 eV/Å

=====

Record 2
A molecular structure, C41H50BN2O2P2PdSi2 in a non-equilibrium geometry. Source: OMol25; level of theory: wB97M-V/def2-TZVPD.

Last column: Löwdin charge in e.
CARTESIAN COORDINATES (ANGSTROEM)
Pd1 -1.082 -0.061 0.485  0.993
C1 0.862 -4.418 1.172  -0.161
Si1 -0.823 -3.637 1.057  0.344
C2 -1.948 -4.748 0.072  -0.171
C3 -1.522 -3.381 2.759  -0.162
N1 -0.648 -2.070 0.284  -0.327
P1 -0.131 -1.695 -1.233  0.732
C4 0.343 -0.027 -0.862  -0.344
P2 -0.130 1.656 -1.207  0.744
N2 -0.855 1.957 0.231  -0.329
Si2 -1.244 3.430 1.094  0.344
C5 -2.419 2.976 2.463  -0.150
C6 -2.043 4.647 -0.066  -0.166
C7 0.333 4.141 1.769  -0.153
C8 1.311 2.669 -1.522  -0.307
C9 1.217 3.858 -2.248  -0.088
C10 2.320 4.691 -2.350  -0.061
C11 3.512 4.342 -1.729  -0.059
C12 3.608 3.165 -0.999  -0.062
C13 2.508 2.329 -0.888  -0.074
C14 -1.193 1.813 -2.648  -0.310
C15 -0.637 1.843 -3.928  -0.090
C16 -1.464 1.887 -5.040  -0.068
C17 -2.843 1.891 -4.879  -0.066
C18 -3.399 1.848 -3.607  -0.063
C19 -2.577 1.810 -2.491  -0.084
C20 1.273 -2.625 -1.833  -0.315
C21 1.090 -3.792 -2.578  -0.089
C22 2.185 -4.574 -2.910  -0.061
C23 3.458 -4.193 -2.503  -0.058
C24 3.643 -3.032 -1.762  -0.060
C25 2.552 -2.249 -1.419  -0.073
C26 -1.421 -1.848 -2.485  -0.312
C27 -1.116 -1.739 -3.840  -0.087
C28 -2.133 -1.773 -4.783  -0.068
C29 -3.452 -1.920 -4.379  -0.066
C30 -3.761 -2.023 -3.029  -0.064
C31 -2.750 -1.981 -2.083  -0.095
H1 0.808 -5.371 1.707  0.041
H2 1.550 -3.765 1.715  0.039
H3 1.293 -4.617 0.187  0.018
H4 -2.028 -5.714 0.581  0.040
H5 -1.560 -4.942 -0.933  0.026
H6 -2.958 -4.345 -0.029  0.028
H7 -1.684 -4.362 3.217  0.044
H8 -2.478 -2.856 2.743  0.038
H9 -0.837 -2.826 3.406  0.034
H10 -3.205 2.297 2.121  0.041
H11 -2.910 3.883 2.829  0.045
H12 -1.916 2.518 3.319  0.029
H13 -3.011 4.294 -0.431  0.031
H14 -1.414 4.866 -0.933  0.022
H15 -2.212 5.593 0.460  0.041
H16 0.851 3.400 2.385  0.031
H17 0.139 5.023 2.386  0.042
H18 1.006 4.439 0.960  0.026
H19 0.288 4.133 -2.731  0.105
H20 2.250 5.611 -2.915  0.112
H21 4.372 4.995 -1.813  0.112
H22 4.538 2.901 -0.514  0.111
H23 2.564 1.412 -0.314  0.097
H24 0.439 1.845 -4.058  0.114
H25 -1.032 1.920 -6.032  0.113
H26 -3.487 1.930 -5.748  0.112
H27 -4.474 1.851 -3.483  0.113
H28 -3.003 1.783 -1.497  0.097
H29 0.098 -4.089 -2.897  0.108
H30 2.046 -5.479 -3.486  0.113
H31 4.311 -4.806 -2.764  0.112
H32 4.637 -2.742 -1.449  0.111
H33 2.677 -1.348 -0.832  0.095
H34 -0.086 -1.634 -4.163  0.115
H35 -1.894 -1.689 -5.835  0.113
H36 -4.242 -1.956 -5.118  0.112
H37 -4.790 -2.142 -2.714  0.112
H38 -2.983 -2.063 -1.031  0.086
C32 0.477 2.261 8.707  -0.044
C33 1.190 1.118 7.970  -0.562
C34 2.619 1.563 7.662  -0.068
C35 1.251 -0.118 8.879  -0.042
C36 0.411 0.769 6.700  -0.152
C37 -0.932 0.385 6.806  -0.014
C38 -1.714 0.043 5.709  0.038
C39 -1.096 0.102 4.483  -0.201
O1 -1.618 -0.178 3.221  0.141
B1 -0.564 0.066 2.382  -0.645
O2 0.578 0.455 3.008  0.194
C40 0.221 0.477 4.358  -0.167
C41 1.004 0.814 5.437  0.079
H39 1.048 2.543 9.594  0.088
H40 -0.523 1.974 9.035  0.078
H41 0.385 3.140 8.066  0.093
H42 3.128 1.811 8.594  0.089
H43 2.639 2.453 7.028  0.089
H44 3.195 0.774 7.174  0.087
H45 1.792 0.120 9.797  0.089
H46 1.768 -0.941 8.381  0.092
H47 0.255 -0.463 9.157  0.080
H48 -1.391 0.347 7.786  0.113
H49 -2.750 -0.250 5.811  0.130
H50 2.035 1.104 5.290  0.123

* multiplicity: 1
* charge: +1
* frontier orbital gap: 7.20 eV
* E_tot: -88892.5272 eV
* energy above the lowest of the compared OMol25 structures with the same formula, charge and spin: 0.611 eV
* max |F|: 1.33 eV/Å